178
Properties=species:S:1:pos:R:3:lowdin_charge:R:1 method="wB97M-V/def2-TZVPD" total_energy_ha=-3234.4869 de_lowest_kcal_mol=158.1 homo_lumo_gap_ev=9.171 lumo_energy_ha=0.0188 total_charge=0
C -13.356 -17.037 28.713 -0.089
O -12.162 -16.969 27.879 -0.196
C -11.456 -15.750 27.763 -0.193
C -12.489 -14.700 27.326 -0.412
C -12.990 -14.825 25.824 -0.050
N -12.008 -13.322 27.465 0.005
H -14.293 -16.847 28.190 0.081
H -13.321 -16.412 29.606 0.088
H -13.451 -18.042 29.124 0.082
H -10.991 -15.569 28.732 0.119
H -10.579 -15.718 27.117 0.125
H -13.339 -14.691 28.008 0.115
H -13.899 -14.239 25.693 0.069
H -13.447 -15.813 25.768 0.060
H -12.219 -14.682 25.067 0.077
H -12.589 -12.653 26.981 0.060
H -11.123 -13.132 27.017 0.061
C -5.674 -21.222 22.694 -0.122
O -6.949 -21.841 22.865 -0.190
C -8.050 -20.943 22.492 -0.177
C -9.373 -21.746 22.564 -0.432
C -10.485 -20.896 22.070 -0.098
N -9.720 -22.025 23.968 0.028
H -5.465 -20.485 23.469 0.080
H -5.543 -20.627 21.790 0.078
H -4.885 -21.975 22.702 0.085
H -8.119 -20.010 23.052 0.125
H -7.900 -20.625 21.460 0.114
H -9.272 -22.710 22.067 0.145
H -10.623 -19.939 22.573 0.082
H -11.464 -21.367 22.159 0.082
H -10.352 -20.621 21.024 0.077
H -9.798 -21.204 24.552 0.069
H -8.846 -22.410 24.298 0.056
C -23.205 -31.645 19.416 -0.127
O -22.097 -31.256 20.201 -0.202
C -20.840 -31.316 19.536 -0.192
C -19.724 -30.788 20.504 -0.185
N -19.449 -31.637 21.693 -0.068
C -18.614 -31.029 22.712 -0.210
C -17.148 -30.705 22.250 -0.214
O -16.460 -30.155 23.378 -0.214
C -15.294 -29.346 23.160 -0.084
H -23.171 -32.655 19.009 0.082
H -23.420 -31.030 18.542 0.081
H -24.122 -31.605 20.004 0.086
H -20.934 -30.758 18.605 0.117
H -20.683 -32.372 19.316 0.119
H -20.025 -29.846 20.961 0.115
H -18.831 -30.644 19.897 0.108
H -20.400 -31.623 22.034 0.095
H -18.450 -31.654 23.590 0.115
H -19.027 -30.111 23.129 0.112
H -17.179 -29.913 21.502 0.096
H -16.738 -31.540 21.681 0.120
H -14.497 -29.997 22.799 0.082
H -15.033 -28.900 24.120 0.088
H -15.538 -28.627 22.378 0.080
C 3.619 -20.744 26.883 -0.151
O 3.791 -20.823 25.514 -0.222
C 2.866 -21.821 24.894 -0.144
C 3.368 -21.872 23.397 -0.217
N 3.147 -20.619 22.681 -0.068
C 3.652 -20.566 21.332 -0.213
C 2.932 -19.433 20.533 -0.225
O 3.255 -18.206 21.176 -0.173
C 2.280 -17.261 20.820 -0.129
H 4.338 -20.010 27.245 0.091
H 3.843 -21.740 27.264 0.081
H 2.593 -20.499 27.159 0.085
H 1.828 -21.492 24.847 0.119
H 3.096 -22.799 25.318 0.115
H 2.581 -22.489 22.961 0.112
H 4.361 -22.311 23.485 0.116
H 3.613 -19.966 23.294 0.103
H 3.436 -21.500 20.812 0.114
H 4.737 -20.466 21.313 0.116
H 1.894 -19.747 20.642 0.113
H 3.201 -19.528 19.481 0.117
H 2.249 -17.043 19.752 0.087
H 2.518 -16.402 21.447 0.089
H 1.281 -17.574 21.123 0.083
C -0.807 -10.867 24.595 -0.081
O -1.993 -11.218 23.800 -0.230
C -2.900 -12.090 24.588 -0.203
C -4.121 -12.386 23.747 -0.208
N -5.033 -11.208 23.613 -0.068
C -6.118 -11.461 22.703 -0.205
C -5.652 -11.651 21.217 -0.174
O -5.663 -13.083 20.935 -0.208
C -4.912 -13.505 19.800 -0.125
H -0.224 -10.029 24.214 0.078
H -0.252 -11.766 24.327 0.082
H -1.068 -10.749 25.646 0.081
H -3.327 -11.517 25.411 0.116
H -2.359 -12.973 24.928 0.119
H -4.599 -13.198 24.295 0.121
H -3.778 -12.775 22.789 0.110
H -4.443 -10.470 23.256 0.097
H -6.718 -10.555 22.792 0.109
H -6.681 -12.316 23.078 0.121
H -4.755 -11.091 20.955 0.122
H -6.482 -11.239 20.643 0.107
H -3.858 -13.265 19.941 0.078
H -5.131 -13.009 18.855 0.077
H -4.985 -14.558 19.528 0.082
C -5.290 -29.386 27.788 -0.106
O -4.022 -29.495 27.137 -0.204
C -4.033 -28.770 25.885 -0.222
C -2.630 -28.629 25.307 -0.253
N -2.237 -29.863 24.691 -0.055
C -0.819 -29.650 24.344 -0.196
C -0.211 -30.798 23.560 -0.233
O 0.822 -30.292 22.727 -0.207
C 1.046 -31.098 21.570 -0.103
H -5.204 -29.923 28.732 0.089
H -6.024 -29.812 27.104 0.081
H -5.570 -28.340 27.916 0.081
H -4.357 -27.733 25.973 0.114
H -4.706 -29.308 25.218 0.123
H -2.006 -28.216 26.100 0.125
H -2.782 -27.891 24.519 0.123
H -2.236 -30.592 25.389 0.112
H -0.293 -29.509 25.288 0.120
H -0.763 -28.802 23.661 0.125
H -0.893 -31.333 22.899 0.111
H 0.148 -31.649 24.139 0.118
H 2.045 -30.882 21.191 0.085
H 0.272 -30.767 20.879 0.089
H 0.980 -32.173 21.739 0.083
C -18.416 -21.173 16.088 -0.068
O -18.293 -22.437 15.373 -0.205
C -17.185 -23.241 15.685 -0.245
C -17.316 -24.485 14.830 -0.242
N -17.044 -24.417 13.428 -0.062
C -17.708 -23.396 12.530 -0.177
C -17.177 -23.511 11.117 -0.238
O -18.060 -22.775 10.276 -0.208
C -17.948 -22.925 8.842 -0.085
H -18.418 -21.369 17.160 0.080
H -19.354 -20.656 15.885 0.082
H -17.600 -20.511 15.796 0.082
H -16.962 -23.533 16.712 0.120
H -16.309 -22.728 15.290 0.118
H -18.317 -24.901 14.940 0.120
H -16.631 -25.253 15.188 0.115
H -16.043 -24.332 13.330 0.098
H -17.538 -22.357 12.811 0.109
H -18.774 -23.617 12.581 0.126
H -17.302 -24.573 10.909 0.117
H -16.134 -23.215 11.000 0.123
H -17.005 -22.564 8.431 0.079
H -18.780 -22.390 8.385 0.083
H -18.064 -23.986 8.624 0.080
C -12.257 -27.037 14.434 -0.085
O -13.004 -27.783 13.431 -0.217
C -12.325 -28.953 13.110 -0.257
C -13.245 -29.609 12.066 -0.184
N -14.344 -30.270 12.804 -0.042
C -15.207 -30.945 11.804 -0.221
C -16.193 -31.768 12.542 -0.288
O -17.134 -32.332 11.658 -0.190
C -18.161 -33.069 12.425 -0.070
H -12.087 -27.639 15.327 0.081
H -12.877 -26.230 14.826 0.080
H -11.295 -26.676 14.071 0.085
H -12.102 -29.513 14.017 0.117
H -11.370 -28.504 12.837 0.112
H -12.585 -30.190 11.420 0.120
H -13.652 -28.765 11.510 0.117
H -14.957 -29.634 13.293 0.107
H -14.693 -31.534 11.045 0.128
H -15.851 -30.208 11.323 0.122
H -16.700 -31.136 13.271 0.122
H -15.669 -32.580 13.047 0.124
H -18.888 -33.553 11.772 0.083
H -18.722 -32.301 12.958 0.076
H -17.741 -33.723 13.189 0.081